1.
{
  "formula": "C60H77F3NO30PS2",
  "method": "the ωB97M-V functional and the def2-TZVPD basis",
  "smiles": "C#Cc1c(C=C)c(C(F)(F)F)cc2c1N([PH2]=S)c1ccc(CCCCCCCCCCCCC)cc1S2.O=C1OCCO1.O=C1OCCO1.O=C1OCCO1.O=C1OCCO1.O=C1OCCO1.O=C1OCCO1.O=C1OCCO1.O=C1OCCO1.O=C1OCCO1.O=C1OCCO1",
  "lumo_ev": -0.42,
  "elements": ["C", "C", "C", "C", "C", "C", "C", "C", "F", "F", "F", "C", "C", "C", "N", "P", "S", "C", "C", "C", "C", "C", "C", "C", "C", "C", "C", "C", "C", "C", "C", "C", "C", "C", "C", "C", "S", "H", "H", "H", "H", "H", "H", "H", "H", "H", "H", "H", "H", "H", "H", "H", "H", "H", "H", "H", "H", "H", "H", "H", "H", "H", "H", "H", "H", "H", "H", "H", "H", "H", "H", "H", "H", "H", "O", "C", "O", "C", "C", "O", "H", "H", "H", "H", "O", "C", "O", "C", "C", "O", "H", "H", "H", "H", "O", "C", "O", "C", "C", "O", "H", "H", "H", "H", "O", "C", "O", "C", "C", "O", "H", "H", "H", "H", "O", "C", "O", "C", "C", "O", "H", "H", "H", "H", "O", "C", "O", "C", "C", "O", "H", "H", "H", "H", "O", "C", "O", "C", "C", "O", "H", "H", "H", "H", "O", "C", "O", "C", "C", "O", "H", "H", "H", "H", "O", "C", "O", "C", "C", "O", "H", "H", "H", "H", "O", "C", "O", "C", "C", "O", "H", "H", "H", "H"],
  "positions_angstrom": [[-2.74, 0.61, -2.23], [-2.94, 0.83, -1.04], [-2.81, 0.89, 0.49], [-3.26, -0.36, 1.23], [-3.78, -1.59, 0.42], [-2.78, -2.46, -0.11], [-3.20, -0.47, 2.74], [-3.62, -1.77, 3.51], [-3.77, -1.45, 4.87], [-4.82, -2.33, 3.07], [-2.67, -2.80, 3.39], [-2.68, 0.75, 3.47], [-2.23, 1.99, 2.72], [-2.25, 2.11, 1.23], [-1.80, 3.21, 0.40], [-0.32, 2.82, -0.52], [-0.57, 3.21, -2.43], [-1.52, 4.47, 1.10], [-1.26, 5.68, 0.21], [-0.91, 7.04, 0.77], [-0.79, 7.28, 2.27], [-0.37, 8.70, 2.82], [1.21, 8.78, 3.22], [1.86, 7.35, 3.41], [3.35, 7.34, 3.95], [4.13, 6.06, 3.40], [3.35, 4.69, 3.58], [3.38, 4.06, 5.04], [2.27, 4.61, 6.04], [0.91, 3.75, 6.02], [0.25, 3.68, 7.47], [-0.65, 2.40, 7.72], [-2.21, 2.65, 7.50], [-3.09, 1.32, 7.71], [-1.06, 6.08, 3.13], [-1.40, 4.72, 2.56], [-1.63, 3.36, 3.75], [-2.59, 0.44, -3.34], [-4.85, -1.87, 0.24], [-2.11, -2.13, -0.95], [-2.69, -3.53, 0.28], [-2.62, 0.69, 4.60], [-0.06, 1.44, -0.29], [0.69, 3.71, -0.04], [-1.31, 5.55, -0.92], [-0.71, 7.85, 0.00], [-0.48, 9.43, 1.95], [-1.00, 9.07, 3.70], [1.26, 9.31, 4.22], [1.77, 9.43, 2.48], [1.84, 6.81, 2.42], [1.24, 6.80, 4.19], [3.97, 8.25, 3.64], [3.38, 7.31, 5.08], [4.27, 6.21, 2.27], [5.19, 6.03, 3.83], [3.88, 3.93, 2.90], [2.28, 4.73, 3.20], [3.22, 2.95, 4.94], [4.42, 4.21, 5.47], [2.01, 5.70, 5.89], [2.73, 4.53, 7.08], [0.19, 4.32, 5.34], [1.09, 2.75, 5.54], [-0.34, 4.63, 7.71], [1.13, 3.63, 8.21], [-0.30, 1.47, 7.17], [-0.54, 2.14, 8.83], [-2.61, 3.40, 8.25], [-2.38, 2.97, 6.43], [-3.12, 0.98, 8.79], [-2.77, 0.50, 7.00], [-4.16, 1.60, 7.41], [-0.99, 6.23, 4.25], [0.28, 10.92, 5.71], [-0.57, 11.54, 5.16], [-0.80, 12.87, 5.36], [-1.73, 13.28, 4.37], [-2.44, 12.01, 4.00], [-1.45, 11.01, 4.25], [-2.41, 14.04, 4.76], [-1.18, 13.71, 3.52], [-3.30, 11.81, 4.64], [-2.75, 11.99, 2.96], [2.64, 1.37, 7.26], [2.45, 0.39, 7.92], [3.37, -0.58, 8.14], [2.84, -1.45, 9.13], [1.36, -1.25, 9.00], [1.26, 0.09, 8.52], [3.14, -2.48, 8.94], [3.22, -1.14, 10.11], [0.92, -1.92, 8.26], [0.84, -1.37, 9.95], [-1.66, 0.05, -5.46], [-2.66, 0.03, -6.12], [-2.72, 0.32, -7.44], [-4.01, -0.05, -7.90], [-4.84, -0.01, -6.64], [-3.88, -0.31, -5.63], [-4.37, 0.65, -8.65], [-3.96, -1.05, -8.33], [-5.26, 0.98, -6.45], [-5.64, -0.74, -6.65], [2.97, -3.42, 6.70], [3.03, -2.87, 5.64], [2.33, -1.75, 5.32], [2.84, -1.27, 4.08], [3.44, -2.50, 3.46], [3.81, -3.28, 4.60], [2.05, -0.84, 3.47], [3.59, -0.50, 4.28], [2.71, -3.07, 2.87], [4.30, -2.29, 2.84], [3.76, -3.94, 1.07], [4.02, -5.08, 1.32], [4.76, -5.48, 2.39], [4.65, -6.90, 2.47], [4.30, -7.29, 1.06], [3.62, -6.14, 0.58], [5.58, -7.34, 2.81], [3.86, -7.15, 3.18], [5.19, -7.46, 0.44], [3.67, -8.17, 1.02], [-3.91, -2.75, -10.64], [-2.72, -2.60, -10.63], [-1.82, -3.54, -11.01], [-0.54, -2.90, -11.06], [-0.71, -1.74, -10.13], [-2.10, -1.45, -10.22], [0.25, -3.59, -10.74], [-0.35, -2.60, -12.09], [-0.46, -1.99, -9.10], [-0.11, -0.88, -10.44], [0.10, -4.98, -6.24], [-1.03, -4.86, -6.60], [-1.41, -4.19, -7.72], [-2.79, -4.47, -7.94], [-3.27, -4.83, -6.57], [-2.11, -5.38, -5.95], [-3.30, -3.59, -8.34], [-2.88, -5.29, -8.65], [-3.60, -3.96, -5.99], [-4.08, -5.56, -6.59], [0.52, -4.22, -13.92], [0.75, -5.31, -13.50], [1.42, -5.56, -12.34], [1.30, -6.96, -12.07], [1.02, -7.54, -13.43], [0.37, -6.47, -14.11], [2.21, -7.35, -11.62], [0.46, -7.11, -11.38], [1.94, -7.79, -13.97], [0.38, -8.42, -13.39], [1.78, -7.60, 1.72], [0.92, -7.00, 1.14], [0.68, -5.67, 1.29], [-0.25, -5.30, 0.28], [-0.93, -6.59, -0.05], [0.07, -7.56, 0.24], [-0.94, -4.54, 0.64], [0.31, -4.89, -0.57], [-1.80, -6.78, 0.58], [-1.23, -6.65, -1.10], [2.09, -9.33, -9.64], [1.97, -9.01, -8.49], [2.53, -9.67, -7.45], [2.35, -8.87, -6.29], [1.16, -8.03, -6.65], [1.25, -7.94, -8.07], [2.18, -9.48, -5.41], [3.25, -8.27, -6.13], [0.21, -8.51, -6.38], [1.19, -7.04, -6.19]]
}

2.
{
  "formula": "C3H11NS3",
  "method": "the ωB97M-V functional and the def2-TZVPD basis",
  "smiles": "NCCS.CSS",
  "lumo_ev": 0.51,
  "elements": ["N", "C", "C", "S", "H", "H", "H", "H", "H", "H", "H", "C", "S", "S", "H", "H", "H", "H"],
  "positions_angstrom": [[1.16, 1.47, 1.01], [1.37, 0.05, 0.91], [2.11, -0.20, -0.44], [1.92, -1.95, -0.97], [0.41, 1.65, 1.66], [1.99, 1.83, 1.53], [0.40, -0.48, 0.90], [2.03, -0.33, 1.73], [1.66, 0.43, -1.20], [3.20, 0.01, -0.31], [2.69, -1.84, -2.06], [-2.90, 0.28, 0.50], [-2.16, -1.20, -0.26], [-1.85, -0.47, -2.18], [-2.11, 0.94, 0.91], [-3.51, 0.00, 1.38], [-3.53, 0.82, -0.21], [-2.89, -1.00, -2.90]]
}

3.
{
  "formula": "C26H62O11",
  "method": "the ωB97M-V functional and the def2-TZVPD basis",
  "smiles": "C1CCOC1.C1CCOC1.C1CCOC1.COCCOC.COCCOC.COCCOC.CO.CO",
  "lumo_ev": 0.21,
  "elements": ["C", "C", "C", "O", "C", "H", "H", "H", "H", "H", "H", "H", "H", "C", "C", "C", "O", "C", "H", "H", "H", "H", "H", "H", "H", "H", "C", "C", "C", "O", "C", "H", "H", "H", "H", "H", "H", "H", "H", "C", "O", "C", "C", "O", "C", "H", "H", "H", "H", "H", "H", "H", "H", "H", "H", "C", "O", "C", "C", "O", "C", "H", "H", "H", "H", "H", "H", "H", "H", "H", "H", "C", "O", "C", "C", "O", "C", "H", "H", "H", "H", "H", "H", "H", "H", "H", "H", "C", "O", "H", "H", "H", "H", "C", "O", "H", "H", "H", "H"],
  "positions_angstrom": [[-6.77, 4.09, 0.56], [-6.00, 5.09, 1.48], [-7.09, 5.82, 2.18], [-8.12, 5.98, 1.17], [-7.98, 4.92, 0.15], [-7.01, 3.15, 1.06], [-6.09, 3.83, -0.25], [-5.51, 5.85, 0.87], [-5.21, 4.59, 2.05], [-6.77, 6.81, 2.51], [-7.52, 5.27, 3.02], [-7.71, 5.36, -0.82], [-8.87, 4.29, 0.13], [3.16, -9.70, 2.43], [3.31, -9.29, 0.99], [2.83, -7.90, 1.02], [1.80, -7.88, 1.93], [1.89, -8.90, 2.89], [4.12, -9.39, 2.86], [3.24, -10.78, 2.48], [2.64, -9.81, 0.30], [4.33, -9.32, 0.61], [2.39, -7.62, 0.06], [3.62, -7.22, 1.32], [1.07, -9.62, 2.93], [2.01, -8.54, 3.91], [-1.72, -2.14, -0.43], [-1.53, -0.60, -0.55], [-0.72, -0.52, -1.82], [0.10, -1.63, -1.76], [-0.36, -2.65, -0.82], [-2.46, -2.47, -1.16], [-1.92, -2.40, 0.61], [-0.91, -0.30, 0.30], [-2.38, 0.08, -0.51], [-0.31, 0.49, -1.81], [-1.46, -0.56, -2.61], [0.29, -2.74, 0.05], [-0.43, -3.64, -1.27], [4.41, -5.08, 9.22], [4.49, -5.29, 7.82], [4.93, -4.16, 7.00], [4.46, -4.20, 5.57], [4.91, -3.03, 4.89], [4.09, -2.73, 3.81], [3.62, -4.38, 9.47], [5.38, -4.98, 9.72], [4.01, -6.03, 9.60], [6.02, -4.09, 7.07], [4.44, -3.25, 7.35], [3.40, -4.43, 5.57], [4.91, -5.02, 5.01], [4.20, -1.66, 3.61], [3.05, -3.02, 3.89], [4.40, -3.30, 2.94], [1.29, 6.00, 0.86], [2.01, 7.14, 1.22], [1.44, 8.35, 0.83], [-0.07, 8.51, 1.14], [-0.64, 9.73, 0.62], [-0.13, 10.82, 1.30], [1.88, 5.09, 0.92], [0.79, 6.08, -0.10], [0.48, 5.77, 1.55], [1.71, 8.72, -0.16], [1.98, 9.15, 1.34], [-0.38, 8.35, 2.17], [-0.64, 7.80, 0.53], [0.89, 10.97, 0.93], [-0.08, 10.68, 2.38], [-0.84, 11.59, 1.01], [0.84, 2.29, -9.34], [1.31, 3.20, -8.36], [0.48, 3.32, -7.17], [-0.71, 4.27, -7.18], [-1.20, 4.26, -5.90], [-2.32, 5.06, -5.78], [-0.23, 2.37, -9.50], [0.98, 1.25, -9.06], [1.43, 2.46, -10.25], [1.13, 3.77, -6.42], [0.10, 2.37, -6.81], [-1.49, 3.91, -7.85], [-0.50, 5.24, -7.62], [-2.71, 4.95, -4.77], [-3.12, 4.81, -6.48], [-2.13, 6.12, -5.99], [2.68, -2.18, -6.09], [1.23, -1.97, -6.07], [2.93, -1.88, -7.10], [3.11, -1.57, -5.30], [2.77, -3.26, -5.91], [1.05, -1.86, -5.13], [-3.26, -7.82, 1.64], [-2.59, -8.09, 0.53], [-3.69, -6.82, 1.72], [-4.14, -8.46, 1.75], [-2.60, -7.90, 2.50], [-1.69, -7.92, 0.80]]
}